Record 1
99
Properties=species:S:1:pos:R:3:mulliken_charge:R:1 method="wB97M-V/def2-TZVPD" e_homo_ev="-5.92 / -7.65" charge=0 homo_lumo_gap_ev="6.31 / 8.04" multiplicity=5 e_above_lowest_ev=0.0000
O 0.19 1.74 -1.78 0.312
O -3.17 -0.65 -4.31 -0.339
C -0.60 3.02 -1.91 0.085
C 0.34 4.17 -2.14 -1.148
H -1.15 3.10 -0.97 0.038
H -1.29 2.85 -2.73 0.485
H 0.98 4.33 -1.27 0.192
H -0.23 5.09 -2.27 0.438
H 0.96 4.01 -3.03 0.331
C 0.86 1.12 -2.96 0.105
C 0.16 1.48 -4.24 -1.480
H 0.85 0.05 -2.78 0.236
H 1.88 1.50 -2.90 0.213
H -0.86 1.06 -4.28 0.263
H 0.74 1.00 -5.04 0.409
H 0.12 2.55 -4.43 0.421
C -2.53 -1.90 -4.05 0.221
C -4.40 -0.41 -3.64 0.156
C -1.57 -2.18 -5.20 -1.241
H -3.26 -2.72 -3.96 0.527
H -1.97 -1.83 -3.09 -0.165
H -2.09 -2.10 -6.17 0.320
H -1.15 -3.19 -5.11 0.399
H -0.74 -1.46 -5.19 0.194
C -5.48 -0.05 -4.64 -1.392
H -4.23 0.44 -2.96 0.063
H -4.72 -1.28 -3.03 0.270
H -5.17 0.78 -5.28 0.306
H -6.40 0.23 -4.12 0.405
H -5.72 -0.91 -5.28 0.325
H 0.05 1.15 -0.93 0.217
N 1.16 0.99 2.39 1.642
C 1.06 0.48 3.63 1.212
C 0.83 -0.89 3.85 -1.895
C 1.00 -1.95 2.95 0.926
C 1.21 1.42 4.77 -1.601
H 0.54 2.29 4.69 0.252
H 2.24 1.80 4.86 0.187
H 0.96 0.89 5.70 0.514
C 0.88 -3.38 3.38 -1.771
H 1.87 -3.84 3.53 0.258
H 0.34 -3.98 2.65 0.253
H 0.34 -3.43 4.34 0.513
N 1.32 -1.72 1.66 1.877
C 1.56 2.36 2.16 -1.223
C 0.58 3.37 2.02 1.596
C -0.88 3.09 2.21 -1.088
C 0.97 4.67 1.70 -0.930
H 0.20 5.43 1.57 0.446
C 2.33 4.99 1.60 -0.859
H 2.63 6.01 1.38 0.409
C 3.29 4.01 1.82 -0.866
H 4.35 4.24 1.76 0.457
C 2.92 2.69 2.10 1.301
C 3.99 1.66 2.31 -1.252
C 2.03 -2.70 0.87 -0.640
C 1.35 -3.40 -0.14 0.728
C -0.09 -3.14 -0.41 -0.261
C 2.03 -4.40 -0.85 -1.330
H 1.49 -4.94 -1.63 0.430
C 3.36 -4.68 -0.57 -0.920
H 3.88 -5.47 -1.11 0.401
C 4.03 -3.96 0.43 -1.140
H 5.07 -4.17 0.67 0.420
C 3.38 -2.96 1.15 1.235
C 4.12 -2.18 2.20 -0.826
Cr 0.66 -0.09 0.88 -0.531
H -1.39 2.98 1.24 -0.113
H -1.36 3.93 2.73 0.582
H -1.06 2.18 2.80 -0.138
H 3.70 0.90 3.04 0.222
H 4.91 2.15 2.67 0.525
H 4.24 1.16 1.36 -0.050
H -0.42 -3.69 -1.30 0.425
H -0.27 -2.06 -0.59 0.021
H -0.73 -3.46 0.43 0.068
H 4.09 -1.10 2.00 -0.112
H 5.17 -2.48 2.20 0.489
H 3.72 -2.35 3.21 0.205
H 0.61 -1.17 4.88 0.272
C -1.30 0.18 0.11 -0.567
Si -2.79 -0.49 1.04 0.040
H -1.49 1.26 0.04 -0.284
H -1.34 -0.24 -0.91 0.652
C -4.21 0.75 0.80 -1.140
C -2.54 -0.69 2.89 -0.923
C -3.37 -2.12 0.31 -0.970
H -3.26 -2.14 -0.78 0.103
H -4.44 -2.25 0.55 0.416
H -2.82 -2.98 0.73 0.306
H -3.87 1.77 1.02 0.276
H -5.04 0.50 1.48 0.385
H -4.57 0.72 -0.24 0.191
H -1.97 0.13 3.34 0.128
H -2.01 -1.62 3.13 0.183
H -3.52 -0.72 3.38 0.506
S 4.62 0.40 -1.39 -0.477
C 3.20 0.27 -0.74 0.805
N 2.10 0.18 -0.24 -1.117

***

Record 2
99
Properties=species:S:1:pos:R:3:mulliken_charge:R:1 method="wB97M-V/def2-TZVPD" e_homo_ev="-15.68 / -15.68" charge=+3 homo_lumo_gap_ev="4.15 / 5.66" multiplicity=1 e_above_lowest_ev=0.0173
C -2.63 1.13 -1.53 -0.401
C -2.74 -1.13 -0.83 0.764
C -3.80 1.00 -2.27 -0.783
C -4.01 -1.25 -1.45 -1.033
C -4.52 -0.20 -2.19 -0.887
H -4.14 1.84 -2.86 0.586
H -4.51 -2.21 -1.37 0.579
H -5.49 -0.29 -2.68 0.490
N -2.12 0.11 -0.82 0.835
P -0.97 2.81 0.07 0.092
P -0.51 -2.63 0.28 0.677
C -1.84 2.45 -1.53 -0.827
H -1.07 2.39 -2.32 0.589
H -2.50 3.29 -1.81 0.427
C -2.13 -2.29 -0.28 -1.635
H -2.78 -3.17 -0.33 0.477
C 0.17 -3.71 -1.18 1.859
C -0.73 -3.67 1.91 1.668
C 0.59 3.84 -0.31 2.330
C -2.32 3.67 1.08 1.575
C 1.71 -3.60 -1.09 -1.355
H 2.09 -3.94 -0.12 0.271
H 2.18 -4.21 -1.87 0.540
H 2.02 -2.56 -1.24 -0.013
C -0.31 -5.16 -1.12 -1.807
H 0.05 -5.72 -0.25 0.346
H -1.41 -5.21 -1.15 0.392
H 0.05 -5.69 -2.02 0.540
C -0.33 -3.12 -2.50 -1.364
H 0.10 -3.68 -3.35 0.593
H -1.43 -3.19 -2.58 0.356
H -0.04 -2.07 -2.61 -0.007
C 0.63 -4.27 2.28 -1.670
H 1.41 -3.50 2.39 0.238
H 0.53 -4.78 3.25 0.529
H 0.99 -5.01 1.56 0.298
C -1.19 -2.71 3.02 -1.551
H -0.45 -1.92 3.23 0.096
H -2.15 -2.24 2.77 0.262
H -1.33 -3.29 3.94 0.617
C -1.79 -4.77 1.80 -1.674
H -1.58 -5.52 1.03 0.294
H -1.82 -5.30 2.76 0.537
H -2.79 -4.35 1.62 0.366
C -1.76 4.00 2.48 -1.258
H -2.53 4.56 3.02 0.566
H -1.54 3.08 3.06 0.037
H -0.85 4.62 2.44 0.204
C -3.50 2.68 1.23 -1.438
H -3.95 2.43 0.26 0.278
H -3.20 1.76 1.76 0.157
H -4.27 3.18 1.85 0.607
C -2.81 4.94 0.38 -1.530
H -3.70 5.29 0.91 0.521
H -2.06 5.74 0.42 0.418
H -3.10 4.76 -0.67 0.228
C 1.00 3.64 -1.78 -1.823
H 0.28 4.08 -2.48 0.400
H 1.97 4.14 -1.95 0.660
H 1.13 2.57 -2.01 -0.114
C 1.73 3.33 0.59 -1.705
H 1.99 2.28 0.38 0.227
H 2.63 3.93 0.40 0.601
H 1.49 3.42 1.66 0.325
C 0.37 5.35 -0.08 -1.897
H -0.40 5.75 -0.74 0.436
H 0.13 5.58 0.97 0.352
H 1.31 5.87 -0.31 0.517
Pb -0.38 0.27 0.98 2.210
C -1.85 0.72 3.48 0.032
O -2.37 0.51 4.47 -0.181
N 0.92 -0.04 -1.10 0.640
C 1.37 -0.39 -2.13 -1.134
C 2.33 -0.34 -3.33 1.967
C 1.90 -1.33 -4.41 -1.769
C 2.35 1.06 -3.93 -1.747
C 3.75 -0.66 -2.87 -1.578
H 1.93 -2.36 -4.06 0.280
H 0.89 -1.10 -4.77 0.412
H 2.58 -1.25 -5.28 0.524
H 2.77 1.78 -3.22 0.394
H 2.99 1.09 -4.83 0.503
H 1.35 1.38 -4.23 0.383
H 4.45 -0.61 -3.71 0.445
H 4.09 0.08 -2.13 0.355
H 3.83 -1.67 -2.44 0.343
N 3.34 -0.79 1.12 0.070
C 3.09 -0.33 2.38 0.597
C 4.09 -0.40 3.37 -1.003
C 3.81 0.10 4.63 -0.458
C 2.54 0.67 4.86 -0.978
C 1.61 0.69 3.83 -0.214
N 1.86 0.18 2.61 0.454
H 2.63 -0.71 0.39 -0.482
H 4.25 -1.16 0.89 0.244
H 5.05 -0.84 3.10 0.460
H 4.54 0.07 5.42 0.452
H 2.27 1.09 5.83 0.470
H 0.61 1.13 3.97 0.325

***

Record 3
102
Properties=species:S:1:pos:R:3:mulliken_charge:R:1 method="wB97M-V/def2-TZVPD" e_homo_ev=-10.72 charge=+1 homo_lumo_gap_ev=7.15 multiplicity=1
C -2.59 4.74 -2.43 -0.725
C -3.76 4.86 -1.78 -0.353
C -4.49 3.73 -1.06 -0.490
C -3.80 3.27 0.20 0.735
C -3.61 4.17 1.24 -0.547
C -2.99 3.79 2.43 -1.052
C -2.60 2.51 2.55 0.029
N -2.77 1.61 1.57 0.871
C -2.33 0.25 1.82 -0.972
I -0.35 -0.36 1.46 0.180
C -3.21 -0.62 2.33 0.106
C -2.87 -2.05 2.68 -1.143
I -5.22 0.02 2.67 0.018
C -3.34 1.97 0.40 -0.150
O -3.48 1.04 -0.57 0.083
C -2.49 1.30 -1.63 -0.899
C -1.89 -0.02 -2.20 -0.011
C -0.45 0.31 -2.62 -1.357
O -1.96 -1.11 -1.31 -0.433
H -2.32 3.91 -3.08 0.268
H -1.84 5.53 -2.35 0.271
H -4.25 5.83 -1.79 0.415
H -5.51 4.08 -0.82 0.560
H -4.65 2.84 -1.69 0.129
H -3.94 5.20 1.15 0.489
H -2.82 4.48 3.24 0.464
H -2.11 2.18 3.47 0.496
H -3.81 -2.52 2.99 0.485
H -2.17 -2.12 3.51 0.381
H -2.53 -2.61 1.81 0.335
H -2.90 1.91 -2.43 0.422
H -1.68 1.88 -1.18 0.685
H -2.44 -0.26 -3.12 0.420
H -0.08 -0.38 -3.39 0.475
H -0.48 1.33 -3.04 0.336
H 0.19 0.35 -1.73 0.154
H -2.66 -1.70 -1.57 0.316
C 4.78 -3.51 0.68 -0.653
C 3.62 -4.22 1.36 -0.613
C 2.82 -3.05 1.91 -0.193
O 3.02 -1.95 1.01 -0.326
C 4.10 -2.27 0.11 -0.151
H 5.27 -4.11 -0.09 0.384
H 5.53 -3.21 1.42 0.278
H 3.03 -4.77 0.63 0.283
H 3.93 -4.92 2.14 0.365
H 3.17 -2.74 2.90 0.305
H 1.75 -3.27 1.98 -0.001
H 3.67 -2.47 -0.88 0.224
H 4.77 -1.42 0.03 0.115
C -7.40 -1.02 -1.21 -0.579
C -7.79 -1.60 -2.56 -0.564
C -7.69 -0.38 -3.46 -0.542
O -6.67 0.46 -2.91 -0.429
C -6.33 -0.02 -1.60 0.598
H -7.04 -1.76 -0.50 0.353
H -8.26 -0.50 -0.77 0.299
H -7.07 -2.36 -2.87 0.257
H -8.78 -2.06 -2.57 0.365
H -8.63 0.19 -3.47 0.286
H -7.43 -0.63 -4.49 0.294
H -5.35 -0.49 -1.65 -0.270
H -6.28 0.83 -0.91 -0.038
C 4.27 2.52 -3.46 -0.579
C 3.81 2.35 -2.02 -0.114
C 3.72 0.83 -1.90 0.011
O 4.70 0.29 -2.78 -0.417
C 5.20 1.33 -3.63 -0.300
H 4.76 3.47 -3.65 0.342
H 3.42 2.43 -4.14 0.282
H 4.57 2.73 -1.34 -0.121
H 2.87 2.85 -1.80 0.407
H 2.74 0.47 -2.23 -0.075
H 3.90 0.48 -0.89 0.127
H 6.22 1.57 -3.31 0.108
H 5.24 0.98 -4.67 0.318
C 8.13 4.19 0.45 -0.596
C 8.96 2.92 0.28 -0.561
C 7.95 1.97 -0.34 -0.454
O 7.05 2.77 -1.11 -0.295
C 7.25 4.15 -0.79 -0.412
H 8.72 5.10 0.53 0.342
H 7.51 4.11 1.35 0.272
H 9.78 3.11 -0.41 0.264
H 9.38 2.55 1.21 0.338
H 7.37 1.45 0.43 0.280
H 8.42 1.22 -0.98 0.259
H 7.75 4.63 -1.64 0.284
H 6.29 4.64 -0.63 0.256
C -0.14 -5.91 4.09 -0.526
C -1.30 -6.63 4.77 -0.600
C -2.11 -5.46 5.32 -0.522
O -1.91 -4.36 4.42 -0.380
C -0.83 -4.67 3.53 -0.173
H 0.35 -6.50 3.32 0.349
H 0.61 -5.62 4.83 0.297
H -1.89 -7.17 4.02 0.268
H -0.99 -7.33 5.53 0.360
H -1.75 -5.17 6.31 0.284
H -3.17 -5.69 5.39 0.286
H -1.26 -4.86 2.54 0.239
H -0.16 -3.81 3.46 0.118

***

Record 4
100
Properties=species:S:1:pos:R:3:mulliken_charge:R:1 method="wB97M-V/def2-TZVPD" e_homo_ev=-10.34 charge=+1 homo_lumo_gap_ev=8.32 multiplicity=1 e_above_lowest_ev=0.0000
O -1.43 2.55 1.31 -0.077
O 0.49 3.98 0.90 0.263
C -2.54 3.03 0.47 -0.214
C -3.83 2.33 0.81 -1.520
H -2.22 2.80 -0.56 0.248
H -2.63 4.11 0.61 0.375
H -3.77 1.25 0.62 0.306
H -4.61 2.73 0.15 0.435
H -4.16 2.52 1.84 0.393
C -1.63 2.83 2.75 -0.379
C -1.87 4.28 3.07 -1.055
H -0.72 2.44 3.23 0.407
H -2.49 2.21 3.03 0.555
H -1.13 4.97 2.62 0.075
H -1.80 4.41 4.16 0.441
H -2.87 4.61 2.77 0.320
C 1.74 3.68 1.60 -0.036
C 0.56 4.83 -0.27 0.103
C 1.87 4.55 2.81 -1.318
H 2.55 3.85 0.88 0.394
H 1.71 2.61 1.86 0.056
H 1.91 5.61 2.55 0.277
H 2.80 4.30 3.33 0.461
H 1.04 4.38 3.52 0.257
C 0.70 6.27 0.14 -1.447
H -0.36 4.65 -0.85 0.276
H 1.43 4.51 -0.87 0.099
H -0.02 6.57 0.91 0.272
H 0.53 6.91 -0.73 0.429
H 1.72 6.50 0.50 0.356
H -0.42 3.15 1.00 0.199
N -1.16 -2.56 -1.08 0.978
C -0.49 -3.32 -1.95 1.016
C 0.92 -3.33 -2.03 -1.492
C 1.88 -2.80 -1.16 1.079
C -1.25 -4.14 -2.94 -1.631
H -1.77 -3.52 -3.68 0.253
H -1.99 -4.80 -2.46 0.297
H -0.51 -4.76 -3.45 0.522
C 3.33 -2.93 -1.54 -1.729
H 3.87 -3.56 -0.82 0.375
H 3.82 -1.94 -1.58 0.191
H 3.39 -3.38 -2.53 0.506
N 1.58 -2.26 0.05 1.405
C -2.61 -2.57 -1.01 -0.775
C -3.35 -1.67 -1.79 1.443
C -2.71 -0.67 -2.70 -0.890
C -4.74 -1.68 -1.67 -0.760
H -5.31 -0.95 -2.25 0.502
C -5.38 -2.59 -0.83 -0.927
H -6.46 -2.59 -0.75 0.427
C -4.62 -3.50 -0.08 -0.981
H -5.11 -4.22 0.58 0.459
C -3.23 -3.50 -0.15 0.972
C -2.42 -4.42 0.71 -1.106
C 2.46 -2.41 1.18 -1.297
C 3.39 -1.41 1.52 1.239
C 3.59 -0.19 0.68 -1.178
C 4.18 -1.59 2.66 -0.946
H 4.90 -0.81 2.92 0.477
C 4.03 -2.72 3.46 -0.923
H 4.62 -2.83 4.38 0.397
C 3.12 -3.71 3.11 -1.057
H 2.99 -4.61 3.71 0.424
C 2.34 -3.58 1.95 1.368
C 1.37 -4.64 1.56 -0.913
Lu -0.22 -1.03 0.17 1.273
H -2.82 0.35 -2.31 0.211
H -3.19 -0.67 -3.69 0.493
H -1.64 -0.85 -2.86 -0.693
H -1.57 -4.87 0.18 0.237
H -3.06 -5.24 1.06 0.545
H -2.02 -3.91 1.60 0.174
H 3.89 0.65 1.32 0.473
H 2.69 0.13 0.15 -0.183
H 4.39 -0.32 -0.07 0.349
H 0.35 -4.26 1.41 -0.182
H 1.31 -5.39 2.36 0.466
H 1.66 -5.15 0.63 0.304
H 1.31 -3.87 -2.89 0.261
C 0.13 0.91 -1.05 1.125
Si 0.96 0.96 -2.70 0.392
H -0.85 1.43 -1.18 -1.007
H 0.73 1.64 -0.45 -0.574
C 0.03 2.28 -3.66 -1.153
C 1.01 -0.53 -3.84 -1.039
C 2.75 1.47 -2.46 -0.941
H 2.86 2.19 -1.65 0.096
H 3.11 1.93 -3.39 0.442
H 3.38 0.60 -2.24 0.238
H -1.05 2.08 -3.64 0.300
H 0.36 2.26 -4.70 0.377
H 0.21 3.27 -3.24 0.234
H 0.08 -1.11 -3.88 0.190
H 1.83 -1.21 -3.59 0.226
H 1.20 -0.13 -4.85 0.570
O -0.61 -2.79 3.93 -0.543
C -0.25 -1.74 3.37 -0.022
O -0.60 -1.38 2.13 -0.577
H 0.41 -0.97 3.87 0.263